[1]
C27H54Cl6O16 | ωB97M-V with the def2-TZVPD basis set

Gap between HOMO and LUMO (eV): 10.70
Structure (SMILES): CCOC(=O)OC.CCOC(=O)OC.CCOC(=O)OC.CCOC(=O)OC.CCOC(C)=O.CCOC(C)=O.ClCCl.ClCCl.ClCCl
Calculated total energy (eV): -136769.647

Structure (ORCA input):
```
! wB97M-V def2-TZVPD RIJCOSX def2/J DEFGRID3
* xyz 0 1
C -0.65 -0.56 0.46
Cl -0.14 -0.89 -1.21
Cl -1.33 -2.07 1.10
H 0.22 -0.35 1.07
H -1.31 0.29 0.63
C -0.72 -0.10 5.41
Cl -0.18 -0.76 3.86
Cl -0.88 -1.34 6.68
H 0.04 0.59 5.77
H -1.60 0.51 5.24
C -1.79 3.94 -1.73
Cl -1.08 2.86 -0.49
Cl -3.38 4.57 -1.25
H -1.03 4.70 -1.82
H -1.95 3.36 -2.63
C 8.75 -0.20 -0.80
C 7.46 0.31 -0.20
O 6.43 -0.62 -0.51
C 5.51 -0.89 0.39
O 5.55 -0.55 1.54
O 4.53 -1.60 -0.16
C 3.26 -1.54 0.48
H 9.15 -1.06 -0.28
H 9.57 0.51 -0.63
H 8.68 -0.27 -1.88
H 7.21 1.31 -0.56
H 7.51 0.45 0.88
H 3.31 -0.93 1.38
H 2.91 -2.56 0.63
H 2.55 -1.12 -0.24
C 2.26 7.15 3.43
C 3.19 6.45 2.47
O 3.18 5.06 2.71
C 2.32 4.27 2.07
O 1.50 4.67 1.29
O 2.55 3.04 2.43
C 1.61 2.03 2.17
H 1.20 7.10 3.14
H 2.48 8.21 3.52
H 2.24 6.68 4.41
H 4.20 6.86 2.48
H 2.88 6.63 1.43
H 1.54 1.79 1.11
H 0.60 2.24 2.53
H 1.90 1.08 2.63
C -5.55 -0.82 2.42
C -4.12 -0.50 1.97
O -4.04 0.88 1.61
C -3.28 1.72 2.29
O -2.33 1.51 3.01
O -3.75 2.94 2.05
C -3.05 4.04 2.59
H -5.84 -0.18 3.26
H -5.74 -1.85 2.71
H -6.22 -0.53 1.60
H -3.88 -1.11 1.11
H -3.53 -0.70 2.86
H -1.97 3.86 2.61
H -3.30 4.26 3.63
H -3.27 4.92 2.00
C -0.60 -6.30 2.23
C -1.25 -5.70 0.99
O -1.47 -6.78 0.07
C -2.16 -6.47 -0.99
O -2.83 -5.50 -1.22
O -2.01 -7.47 -1.88
C -2.52 -7.25 -3.16
H -1.36 -6.80 2.82
H -0.24 -5.50 2.89
H 0.24 -6.96 2.06
H -0.77 -4.84 0.54
H -2.17 -5.22 1.36
H -2.04 -6.48 -3.77
H -3.56 -6.89 -3.22
H -2.48 -8.18 -3.73
O -3.27 0.45 -1.70
C -3.63 0.16 -2.81
O -3.73 -1.10 -3.23
C -3.43 -2.12 -2.27
C -4.70 -2.35 -1.46
C -4.13 1.16 -3.82
H -2.54 -1.88 -1.68
H -3.16 -3.07 -2.74
H -4.56 -3.25 -0.85
H -5.51 -2.68 -2.10
H -4.95 -1.50 -0.83
H -3.68 2.12 -3.58
H -5.22 1.18 -3.78
H -3.80 0.90 -4.82
O 4.19 0.59 -2.98
C 3.05 0.87 -2.76
O 2.07 0.68 -3.64
C 2.38 0.21 -4.94
C 1.19 0.37 -5.87
C 2.53 1.57 -1.54
H 2.74 -0.83 -4.94
H 3.25 0.74 -5.32
H 0.26 -0.04 -5.47
H 1.40 -0.14 -6.81
H 1.03 1.42 -6.08
H 3.26 1.59 -0.74
H 1.66 0.99 -1.21
H 2.20 2.59 -1.72
*
```

***

[2]
C17H56N6O11 | ωB97M-V with the def2-TZVPD basis set

Gap between HOMO and LUMO (eV): 8.12
Structure (SMILES): NC(N)=O.NC(N)=O.NC(N)=O.CCO.CCO.CCO.CCO.CCO.CCO.CO.CO
Relative energy (zero: lowest compared OMol25 entry of this formula, charge and spin) (eV): 4.783
Calculated total energy (eV): -49996.697

Structure (ORCA input):
```
! wB97M-V def2-TZVPD RIJCOSX def2/J DEFGRID3
* xyz 0 1
C 1.07 3.97 -1.13
C 1.64 4.54 -2.42
O 1.26 3.77 -3.53
H 1.41 2.97 -0.87
H -0.04 4.00 -1.18
H 1.42 4.59 -0.30
H 2.71 4.71 -2.33
H 1.19 5.49 -2.55
H 0.38 4.02 -3.75
C -4.89 3.29 0.50
C -3.77 2.71 -0.34
O -2.66 2.22 0.39
H -5.67 3.61 -0.16
H -4.75 4.23 1.12
H -5.37 2.52 1.07
H -3.38 3.52 -1.00
H -4.16 1.89 -0.92
H -2.16 1.67 -0.26
C 1.42 -4.22 1.92
C 0.20 -4.21 1.00
O 0.11 -5.50 0.47
H 1.70 -3.29 2.41
H 2.32 -4.54 1.42
H 1.40 -5.00 2.67
H 0.32 -3.35 0.35
H -0.69 -4.05 1.66
H -0.16 -6.15 1.15
C -3.29 2.81 3.87
C -2.62 1.47 3.83
O -2.30 1.03 5.12
H -3.43 3.05 2.80
H -2.63 3.57 4.25
H -4.22 2.70 4.43
H -1.66 1.66 3.34
H -3.10 0.68 3.25
H -1.86 0.18 5.19
C 0.62 1.23 1.54
C 1.63 0.27 0.97
O 1.65 0.51 -0.39
H -0.36 1.12 1.10
H 1.02 2.22 1.44
H 0.39 0.96 2.59
H 1.42 -0.84 1.11
H 2.56 0.43 1.40
H 0.88 0.12 -0.82
C 4.42 -2.83 0.70
C 3.90 -2.14 -0.54
O 4.52 -2.46 -1.74
H 3.78 -2.49 1.50
H 5.39 -2.36 0.90
H 4.50 -3.86 0.73
H 3.91 -1.01 -0.40
H 2.88 -2.46 -0.70
H 4.24 -1.81 -2.39
C 3.37 0.72 -3.72
O 3.98 -0.41 -3.20
N 3.56 1.13 -4.97
N 2.62 1.49 -3.00
H 4.21 0.52 -5.45
H 3.31 2.13 -5.32
H 2.58 1.31 -1.97
H 2.12 2.27 -3.38
C -1.31 -1.63 3.94
O -0.19 -1.44 3.12
N -2.40 -2.19 3.56
N -1.28 -1.36 5.21
H -2.38 -2.49 2.54
H -3.28 -2.01 4.01
H -0.32 -1.18 5.58
H -2.07 -1.70 5.75
C -0.94 0.83 -2.73
O -0.86 0.97 -1.37
N -0.61 -0.21 -3.46
N -1.49 1.69 -3.58
H -0.26 -0.96 -2.83
H -0.14 -0.10 -4.39
H -1.48 2.73 -3.39
H -1.41 1.52 -4.60
C 1.27 -2.63 -3.05
O 0.33 -2.38 -2.04
H 0.65 -3.07 -3.87
H 2.07 -3.36 -2.75
H 1.75 -1.76 -3.47
H -0.38 -3.10 -2.06
C -2.18 -1.42 0.40
O -2.90 -2.53 1.00
H -2.53 -1.24 -0.59
H -1.12 -1.61 0.34
H -2.38 -0.51 0.97
H -3.05 -3.21 0.32
*
```

***

[3]
C21H61N3O12 | ωB97M-V with the def2-TZVPD basis set

Gap between HOMO and LUMO (eV): 9.20
Structure (SMILES): COC[C@H](C)N.COC[C@H](C)N.COC[C@H](C)N.OCCO.OCCO.OCCO.OCCO.CO
Relative energy (zero: lowest compared OMol25 entry of this formula, charge and spin) (eV): 0.000
Calculated total energy (eV): -51801.603

Structure (ORCA input):
```
! wB97M-V def2-TZVPD RIJCOSX def2/J DEFGRID3
* xyz 0 1
C -0.53 9.62 -5.72
O 0.43 8.93 -6.53
H -0.03 10.50 -5.31
H -1.36 9.96 -6.33
H -0.91 9.01 -4.89
H 1.11 8.62 -5.93
C 1.42 7.63 2.20
C 0.41 7.69 3.32
C -1.04 7.71 2.82
O -1.96 7.61 3.86
C -2.77 8.72 4.12
N 0.57 6.53 4.22
H 1.37 8.41 1.44
H 1.27 6.71 1.62
H 2.42 7.61 2.62
H 0.68 8.55 3.95
H -1.17 6.90 2.08
H -1.24 8.56 2.14
H -3.35 9.00 3.24
H -2.24 9.64 4.41
H -3.38 8.48 4.99
H 0.30 6.83 5.15
H -0.13 5.82 4.03
C 1.20 11.83 -0.71
C 1.61 11.25 -2.07
C 1.30 9.75 -2.20
O 2.15 8.94 -1.45
C 3.37 8.60 -2.03
N 0.87 11.93 -3.16
H 1.78 11.36 0.09
H 0.13 11.66 -0.55
H 1.33 12.91 -0.64
H 2.70 11.32 -2.13
H 1.39 9.52 -3.27
H 0.23 9.56 -2.05
H 3.64 7.57 -1.80
H 4.19 9.22 -1.64
H 3.43 8.76 -3.11
H -0.10 11.87 -2.85
H 1.08 12.92 -3.10
C -5.75 9.87 1.27
C -5.90 11.37 1.12
C -4.59 12.14 0.87
O -3.73 11.89 1.96
C -2.42 12.33 1.68
N -6.89 11.60 0.04
H -6.66 9.47 1.71
H -4.91 9.69 1.95
H -5.51 9.39 0.32
H -6.35 11.70 2.06
H -4.84 13.20 0.74
H -4.29 11.77 -0.12
H -2.40 13.41 1.47
H -1.93 11.77 0.89
H -1.80 12.17 2.56
H -6.85 12.59 -0.19
H -6.55 11.15 -0.82
C -5.88 9.81 -4.84
C -6.67 10.05 -3.54
O -5.77 10.13 -2.45
O -5.78 11.02 -5.61
H -6.25 9.04 -5.52
H -4.86 9.44 -4.68
H -7.31 9.19 -3.36
H -7.17 11.00 -3.62
H -5.19 9.36 -2.42
H -6.65 11.42 -5.59
C -5.59 5.33 -5.05
C -5.52 4.71 -6.46
O -4.26 4.97 -7.04
O -5.22 6.69 -5.03
H -4.92 4.82 -4.37
H -6.60 5.16 -4.66
H -6.30 5.15 -7.07
H -5.68 3.63 -6.36
H -3.55 4.49 -6.61
H -5.31 7.09 -5.90
C -3.73 3.14 -0.88
C -2.38 3.70 -0.49
O -2.40 3.90 0.94
O -4.08 2.05 -0.03
H -3.62 2.69 -1.88
H -4.52 3.89 -0.88
H -2.10 4.62 -1.00
H -1.59 2.95 -0.62
H -1.52 4.16 1.23
H -3.73 2.30 0.84
C -2.51 8.66 -0.88
C -2.62 7.87 -2.14
O -3.81 8.19 -2.87
O -2.41 10.05 -1.16
H -1.66 8.34 -0.28
H -3.35 8.47 -0.21
H -2.55 6.81 -1.91
H -1.81 8.19 -2.81
H -4.04 7.45 -3.44
H -3.21 10.36 -1.60
*
```

***

[4]
C3H6O2 | ωB97M-V with the def2-TZVPD basis set

Gap between HOMO and LUMO (eV): 10.81
Structure (SMILES): C[C@@H](O)C=O
Relative energy (zero: lowest compared OMol25 entry of this formula, charge and spin) (eV): 2.134
Calculated total energy (eV): -7301.544

Structure (ORCA input):
```
! wB97M-V def2-TZVPD RIJCOSX def2/J DEFGRID3
* xyz 0 1
C -1.30 0.15 -0.24
C 0.02 -0.45 0.25
O 0.54 -1.38 -0.66
C 0.99 0.60 0.48
O 2.12 0.63 -0.09
H -2.02 -0.66 -0.42
H -1.73 0.84 0.50
H -1.15 0.69 -1.18
H -0.15 -0.93 1.23
H 1.43 -1.05 -0.90
H 1.26 1.56 1.02
*
```

***

Question: Among the records above, which one has the highest calculated total energy?
Answer: C3H6O2